Molecular formula: H14O7
Method: DFT, wB97M-V/def2-TZVPD

Its energy relative to the best compared isomer or geometry (same formula, charge and spin) is 305.1 kJ/mol. Its frontier orbital gap is 10.3 eV. The total energy is -535.00762 a.u. The value obtained for the largest force on an atom is 3.10 eV/Å. Its multiplicity is 1. As for the structure (SMILES): O.O.O.O.O.O.O. The calculation puts the HOMO energy at -10.297 eV. The total charge is 0.

The geometry in XYZ format:
```
21
Properties=species:S:1:pos:R:3:lowdin_charge:R:1
O -0.045 -0.754 -1.407 -0.07
H -0.993 -0.929 -1.447 0.07
H 0.018 0.093 -0.950 0.04
O 2.559 0.153 2.741 -0.08
H 3.257 0.802 2.600 0.03
H 1.888 0.384 2.090 -0.01
O 0.829 -1.119 0.997 -0.07
H 1.315 -1.873 0.644 0.07
H 0.159 -0.938 0.328 -0.04
O 0.623 2.753 -1.603 -0.06
H -0.235 2.449 -1.920 0.02
H 1.249 2.124 -1.980 0.03
O -1.711 -2.608 1.386 -0.06
H -2.045 -2.634 2.290 0.04
H -1.353 -1.718 1.294 -0.01
O -1.086 0.946 1.961 -0.04
H -1.031 1.708 2.549 0.05
H -1.356 1.322 1.115 0.03
O -0.656 0.183 -3.247 -0.07
H 0.033 -0.022 -3.889 0.06
H -1.419 -0.321 -3.552 0.06
```